{
  "formula": "C17H21ClN4",
  "method": "the ωB97M-V functional and the def2-TZVPD basis",
  "homo_ev": -6.66,
  "orbital_gap_ev": 7.10,
  "lumo_ev": 0.44,
  "energy_ev": -36434.8063,
  "e_above_lowest_kcal_mol": 0.0,
  "elements": ["C", "N", "C", "C", "C", "C", "C", "N", "N", "C", "C", "N", "C", "C", "H", "H", "H", "H", "C", "C", "C", "C", "C", "C", "C", "H", "H", "H", "H", "Cl", "H", "H", "H", "H", "H", "H", "H", "H", "H", "H", "H", "H", "H"],
  "coordinates": [[-1.951, -1.066, 2.007], [-2.707, -1.078, 0.772], [-3.559, -1.971, 0.415], [-4.301, -1.765, -0.755], [-3.834, -0.664, -1.277], [-2.986, -0.174, -0.124], [-2.237, 0.985, -0.017], [-1.371, 1.425, 0.644], [-0.684, 2.563, 0.741], [0.590, 2.337, 1.652], [1.732, 2.303, 0.802], [1.227, 1.686, -0.592], [0.679, 2.433, -1.371], [-0.323, 3.431, -0.298], [0.071, 4.265, -0.097], [-1.340, 3.545, -0.737], [0.167, 1.959, -2.028], [1.327, 3.293, -1.610], [2.449, 0.980, -1.302], [2.612, -0.390, -0.445], [1.610, -1.422, -0.552], [1.783, -2.518, 0.351], [3.137, -2.731, 0.816], [4.073, -1.836, 0.837], [3.878, -0.523, -0.232], [4.739, 0.079, -0.071], [5.118, -2.249, 1.097], [3.370, -3.615, 1.240], [1.040, -3.391, 0.369], [0.136, -1.198, -1.100], [1.955, 0.789, -2.287], [3.243, 1.436, -1.477], [2.455, 1.392, 1.279], [2.368, 2.896, 0.630], [0.663, 3.230, 2.253], [0.401, 1.753, 2.374], [-2.273, 1.736, -1.246], [-4.142, 0.088, -1.732], [-5.110, -2.279, -1.223], [-3.934, -2.808, 1.151], [-0.880, -1.048, 1.771], [-2.275, -1.925, 2.711], [-2.333, -0.263, 2.600]]
}

=====

{
  "formula": "C45H92Cl28FNO6SSi",
  "method": "the ωB97M-V functional and the def2-TZVPD basis",
  "homo_ev": -9.48,
  "orbital_gap_ev": 9.76,
  "lumo_ev": 0.28,
  "energy_ev": -433995.6510,
  "elements": ["C", "C", "O", "C", "C", "C", "C", "C", "C", "C", "C", "O", "Si", "C", "C", "C", "O", "S", "O", "O", "O", "C", "N", "C", "C", "C", "F", "H", "H", "H", "H", "H", "H", "H", "H", "H", "H", "H", "H", "H", "H", "H", "H", "H", "H", "H", "H", "H", "H", "H", "H", "H", "H", "H", "H", "H", "H", "H", "H", "H", "H", "H", "H", "Cl", "C", "C", "Cl", "H", "H", "H", "H", "Cl", "C", "C", "Cl", "H", "H", "H", "H", "Cl", "C", "C", "Cl", "H", "H", "H", "H", "Cl", "C", "C", "Cl", "H", "H", "H", "H", "Cl", "C", "C", "Cl", "H", "H", "H", "H", "Cl", "C", "C", "Cl", "H", "H", "H", "H", "Cl", "C", "C", "Cl", "H", "H", "H", "H", "Cl", "C", "C", "Cl", "H", "H", "H", "H", "Cl", "C", "C", "Cl", "H", "H", "H", "H", "Cl", "C", "C", "Cl", "H", "H", "H", "H", "Cl", "C", "C", "Cl", "H", "H", "H", "H", "Cl", "C", "C", "Cl", "H", "H", "H", "H", "Cl", "C", "C", "Cl", "H", "H", "H", "H", "Cl", "C", "C", "Cl", "H", "H", "H", "H"],
  "coordinates": [[-0.169, 1.430, -2.102], [0.715, 0.529, -2.960], [1.700, 1.324, -3.602], [2.539, 0.577, -4.469], [3.412, -0.445, -3.715], [4.903, -0.451, -4.113], [5.837, -0.795, -2.940], [5.968, -2.309, -2.642], [5.224, -2.812, -1.389], [4.799, -4.274, -1.595], [3.571, -4.427, -2.511], [2.514, -5.012, -1.792], [0.919, -4.686, -2.155], [0.670, -2.921, -2.722], [0.214, -5.853, -3.441], [0.050, -4.865, -0.511], [4.057, -1.977, -1.144], [3.526, -2.179, 0.339], [3.211, -0.862, 0.814], [2.565, -3.235, 0.454], [4.896, -2.735, 0.935], [6.004, -2.637, -0.019], [6.891, -3.730, 0.304], [6.814, -1.342, 0.170], [6.181, -0.009, 0.590], [5.755, 0.062, 2.058], [7.221, 0.924, 0.385], [-0.704, 0.836, -1.349], [0.457, 2.164, -1.576], [-0.903, 1.971, -2.708], [1.190, -0.243, -2.333], [0.118, 0.000, -3.726], [1.913, 0.079, -5.229], [3.170, 1.313, -4.984], [3.343, -0.199, -2.646], [3.000, -1.454, -3.856], [5.183, 0.535, -4.512], [5.072, -1.183, -4.918], [6.838, -0.406, -3.176], [5.498, -0.268, -2.045], [5.566, -2.864, -3.503], [7.015, -2.620, -2.534], [4.545, -4.745, -0.634], [5.650, -4.828, -2.014], [3.276, -3.436, -2.885], [3.830, -5.039, -3.390], [0.859, -2.210, -1.908], [-0.371, -2.816, -3.067], [1.307, -2.651, -3.577], [0.661, -6.853, -3.352], [0.302, -5.507, -4.477], [-0.857, -5.952, -3.211], [0.517, -5.670, 0.070], [-1.031, -5.015, -0.595], [0.291, -3.912, -0.016], [7.626, -3.817, -0.387], [6.384, -4.603, 0.369], [7.381, -1.167, -0.755], [7.549, -1.575, 0.953], [5.372, 0.312, -0.076], [5.712, -0.921, 2.534], [6.478, 0.678, 2.609], [4.780, 0.550, 2.152], [-0.368, -1.153, 0.587], [0.861, -0.017, 1.220], [0.277, 1.093, 2.045], [-0.698, 2.231, 1.064], [1.415, 0.362, 0.365], [1.541, -0.603, 1.837], [1.090, 1.661, 2.487], [-0.367, 0.708, 2.831], [6.108, -3.727, -6.232], [7.496, -4.845, -6.288], [8.118, -5.049, -4.930], [8.938, -3.580, -4.331], [8.215, -4.442, -6.997], [7.122, -5.797, -6.660], [8.873, -5.830, -4.988], [7.368, -5.332, -4.194], [-5.711, 1.766, 1.536], [-4.278, 2.781, 1.862], [-4.654, 4.173, 2.292], [-5.405, 5.111, 0.969], [-3.672, 2.787, 0.960], [-3.719, 2.292, 2.658], [-3.757, 4.713, 2.592], [-5.358, 4.158, 3.120], [4.046, 3.114, 0.919], [3.697, 3.971, -0.611], [3.796, 3.061, -1.805], [5.483, 2.555, -2.110], [4.390, 4.803, -0.690], [2.682, 4.358, -0.535], [3.449, 3.575, -2.699], [3.197, 2.163, -1.674], [-7.670, -3.036, 1.636], [-8.186, -1.337, 1.853], [-9.627, -1.232, 2.282], [-10.763, -1.714, 0.987], [-8.001, -0.817, 0.916], [-7.552, -0.913, 2.633], [-9.854, -0.198, 2.536], [-9.806, -1.875, 3.139], [-2.385, 0.431, 4.327], [-3.198, -1.138, 4.592], [-4.588, -1.166, 4.009], [-5.691, -0.062, 4.866], [-3.213, -1.315, 5.664], [-2.585, -1.898, 4.109], [-4.999, -2.170, 4.100], [-4.585, -0.871, 2.961], [-15.692, -1.235, 1.296], [-14.637, -2.672, 1.282], [-15.047, -3.670, 0.229], [-16.613, -4.441, 0.597], [-14.668, -3.113, 2.276], [-13.626, -2.328, 1.076], [-14.304, -4.465, 0.177], [-15.135, -3.199, -0.747], [6.868, -1.360, 4.922], [7.902, -0.226, 5.827], [7.090, 0.731, 6.664], [6.151, 1.873, 5.663], [8.520, 0.303, 5.105], [8.543, -0.818, 6.477], [7.756, 1.326, 7.287], [6.388, 0.196, 7.298], [2.063, 1.105, 4.797], [3.479, 2.179, 4.971], [3.073, 3.558, 5.423], [2.139, 4.410, 4.165], [3.985, 2.211, 4.009], [4.144, 1.723, 5.703], [3.964, 4.150, 5.623], [2.459, 3.517, 6.319], [4.710, 6.424, -3.000], [5.703, 7.655, -2.176], [4.864, 8.643, -1.406], [3.897, 9.686, -2.479], [6.303, 8.151, -2.935], [6.364, 7.125, -1.491], [5.515, 9.294, -0.825], [4.176, 8.136, -0.733], [-0.065, -10.078, -4.775], [-1.462, -9.816, -3.698], [-2.653, -9.254, -4.435], [-2.357, -7.588, -4.991], [-1.141, -9.145, -2.904], [-1.721, -10.782, -3.269], [-3.509, -9.222, -3.763], [-2.904, -9.857, -5.304], [-5.285, 10.990, 1.016], [-4.469, 9.954, -0.193], [-4.300, 8.539, 0.295], [-3.137, 8.419, 1.642], [-3.511, 10.415, -0.422], [-5.094, 9.956, -1.084], [-3.915, 7.921, -0.514], [-5.241, 8.120, 0.641], [-9.241, -2.964, 5.250], [-8.099, -4.290, 5.590], [-7.421, -4.127, 6.919], [-6.320, -2.729, 6.923], [-7.384, -4.312, 4.770], [-8.671, -5.216, 5.588], [-6.827, -5.015, 7.129], [-8.141, -3.981, 7.721], [-6.981, 10.299, -2.920], [-8.003, 11.017, -1.640], [-9.134, 11.831, -2.214], [-8.555, 13.310, -3.022], [-7.358, 11.618, -1.005], [-8.406, 10.191, -1.056], [-9.795, 12.143, -1.408], [-9.704, 11.259, -2.943]]
}

=====

{
  "formula": "C3H9NO",
  "method": "the ωB97M-V functional and the def2-TZVPD basis",
  "homo_ev": -8.68,
  "orbital_gap_ev": 9.69,
  "lumo_ev": 1.01,
  "energy_ev": -6793.0540,
  "e_above_lowest_kcal_mol": 46.2,
  "elements": ["C", "C", "O", "C", "N", "H", "H", "H", "H", "H", "H", "H", "H", "H"],
  "coordinates": [[-1.773, 0.223, 0.115], [-0.405, -0.395, -0.240], [-0.101, -0.467, -1.635], [0.780, 0.320, 0.526], [2.123, -0.349, 0.345], [-2.572, -0.328, -0.504], [-2.084, 1.336, 0.110], [-1.779, -0.094, 1.214], [-0.403, -1.386, 0.061], [-0.209, 0.399, -2.139], [0.439, 0.511, 1.669], [0.990, 1.391, 0.136], [2.771, 0.078, -0.316], [2.224, -1.239, 0.658]]
}

=====

{
  "formula": "C10H96BN5O41P",
  "method": "the ωB97M-V functional and the def2-TZVPD basis",
  "homo_ev": -5.20,
  "total_charge": -1,
  "orbital_gap_ev": 6.15,
  "lumo_ev": 0.95,
  "energy_ev": -113297.9836,
  "elements": ["C", "C", "O", "N", "C", "C", "C", "C", "B", "C", "C", "N", "N", "N", "C", "P", "O", "O", "O", "O", "C", "N", "H", "H", "H", "H", "H", "H", "H", "H", "H", "H", "H", "H", "H", "H", "H", "H", "H", "H", "H", "H", "H", "H", "H", "H", "O", "H", "H", "O", "H", "H", "O", "H", "H", "O", "H", "H", "O", "H", "H", "O", "H", "H", "O", "H", "H", "O", "H", "H", "O", "H", "H", "O", "H", "H", "O", "H", "H", "O", "H", "H", "O", "H", "H", "O", "H", "H", "O", "H", "H", "O", "H", "H", "O", "H", "H", "O", "H", "H", "O", "H", "H", "O", "H", "H", "O", "H", "H", "O", "H", "H", "O", "H", "H", "O", "H", "H", "O", "H", "H", "O", "H", "H", "O", "H", "H", "O", "H", "H", "O", "H", "H", "O", "H", "H", "O", "H", "H", "O", "H", "H", "O", "H", "H", "O", "H", "H", "O", "H", "H", "O", "H", "H"],
  "coordinates": [[-0.437, 2.546, -3.304], [0.869, 1.766, -3.630], [1.272, 1.730, -4.774], [1.527, 1.110, -2.560], [1.524, -0.383, -2.768], [0.811, -1.102, -1.546], [1.263, -2.594, -1.372], [2.789, -2.779, -0.989], [3.149, -2.249, 0.548], [2.217, -3.149, 1.583], [1.200, -2.355, 2.490], [0.165, -1.622, 1.766], [1.814, -1.429, 3.451], [0.460, -3.382, 3.316], [4.732, -2.757, 0.788], [5.621, -1.836, 2.082], [6.031, -0.455, 1.709], [7.051, -2.682, 2.387], [4.846, -1.776, 3.536], [2.968, -0.760, 0.719], [3.590, -0.071, -0.196], [4.287, 0.257, -1.038], [-0.528, 2.625, -2.193], [-1.354, 2.032, -3.670], [-0.433, 3.569, -3.733], [1.008, 1.345, -1.714], [1.010, -0.612, -3.732], [2.583, -0.720, -2.835], [-0.278, -1.125, -1.826], [0.894, -0.488, -0.640], [1.127, -3.074, -2.381], [0.596, -3.183, -0.699], [3.510, -2.395, -1.757], [2.973, -3.887, -0.948], [1.655, -3.977, 1.077], [2.919, -3.677, 2.291], [0.444, -0.685, 1.501], [-0.234, -2.149, 0.996], [1.026, -0.884, 3.821], [2.155, -1.935, 4.271], [1.066, -3.759, 4.042], [0.251, -4.173, 2.700], [5.263, -2.526, -0.176], [4.724, -3.861, 0.944], [6.981, -3.099, 3.263], [4.574, -0.841, 3.618], [2.303, -5.072, -2.961], [1.792, -5.657, -3.533], [3.210, -5.374, -3.071], [-2.337, 3.104, -5.525], [-2.864, 2.530, -6.100], [-1.437, 2.763, -5.620], [-2.031, 5.388, -3.839], [-1.861, 4.794, -4.585], [-1.564, 6.200, -4.073], [-3.070, -1.860, 2.017], [-3.558, -2.494, 1.470], [-2.140, -2.124, 1.917], [0.337, -4.464, 5.854], [0.097, -5.194, 6.438], [-0.318, -3.780, 6.043], [-4.464, 4.559, -6.852], [-4.690, 5.331, -6.322], [-3.867, 4.059, -6.283], [-5.571, 4.024, -4.006], [-5.591, 4.652, -3.275], [-4.628, 3.899, -4.179], [-2.034, -2.200, 5.673], [-2.711, -1.963, 6.321], [-2.495, -2.172, 4.826], [-0.605, 0.935, -0.253], [-1.523, 0.961, 0.057], [-0.137, 1.505, 0.372], [-0.447, -5.053, -3.910], [-1.330, -5.025, -4.294], [-0.062, -4.200, -4.145], [-3.195, 0.907, 1.705], [-3.240, 1.358, 2.554], [-3.439, -0.015, 1.909], [-8.565, 2.403, -4.578], [-7.959, 2.937, -4.053], [-8.437, 2.724, -5.480], [6.674, 2.508, 0.566], [6.645, 2.950, 1.424], [6.411, 1.595, 0.765], [-3.678, -1.464, 8.343], [-4.601, -1.452, 8.622], [-3.243, -0.865, 8.958], [3.869, 2.888, 1.890], [4.052, 2.296, 1.148], [4.274, 3.721, 1.627], [-1.168, -4.338, 0.646], [-1.372, -4.655, 1.534], [-0.881, -5.129, 0.175], [1.210, 4.725, -6.003], [1.382, 3.914, -5.502], [1.320, 4.454, -6.922], [8.645, 2.770, 2.864], [8.876, 1.994, 3.387], [8.754, 2.478, 1.952], [-4.399, 1.081, -5.264], [-4.675, 0.361, -4.679], [-5.019, 1.793, -5.064], [8.606, 5.014, 5.352], [8.782, 4.422, 4.608], [9.014, 5.846, 5.091], [-9.362, 2.273, -7.498], [-9.160, 1.467, -7.008], [-9.274, 2.012, -8.422], [11.771, 3.509, 5.083], [11.120, 3.743, 5.755], [11.271, 3.524, 4.257], [3.275, -5.471, -5.298], [3.153, -4.516, -5.350], [3.489, -5.731, -6.202], [-0.814, -5.964, 8.140], [-0.865, -5.531, 8.999], [-1.083, -6.871, 8.316], [-5.071, -1.022, -2.592], [-5.986, -1.035, -2.285], [-4.635, -0.390, -2.006], [-2.817, 8.205, -3.204], [-2.846, 8.635, -2.342], [-3.140, 7.311, -3.032], [-5.901, -0.676, 1.066], [-6.195, 0.108, 1.544], [-5.275, -1.096, 1.670], [-7.285, -0.790, 3.542], [-7.685, -1.110, 2.725], [-7.959, -0.945, 4.212], [-4.520, 2.497, -8.938], [-4.539, 3.130, -8.204], [-3.582, 2.365, -9.111], [-4.993, -2.848, -0.215], [-5.162, -1.904, -0.314], [-4.770, -3.140, -1.106], [-2.195, -6.698, 0.479], [-2.807, -5.975, 0.295], [-2.737, -7.493, 0.417], [10.970, 1.017, 2.938], [10.462, 0.404, 2.393], [11.883, 0.733, 2.817], [-0.112, 6.743, -7.860], [-0.335, 7.519, -7.336], [0.467, 6.230, -7.283], [9.369, 4.066, 0.033], [9.133, 4.965, -0.214], [8.546, 3.693, 0.377], [-5.666, 0.036, 10.120], [-6.594, 0.044, 10.398], [-5.230, 0.635, 10.735], [-8.541, 0.134, 9.983], [-9.143, 0.860, 9.787], [-9.091, -0.654, 9.912]]
}

=====

{
  "formula": "C8H8FNOS",
  "method": "the ωB97M-V functional and the def2-TZVPD basis",
  "homo_ev": -8.80,
  "orbital_gap_ev": 9.15,
  "lumo_ev": 0.36,
  "energy_ev": -25513.2125,
  "e_above_lowest_kcal_mol": 0.0,
  "elements": ["C", "C", "C", "C", "C", "C", "C", "C", "H", "H", "H", "H", "H", "H", "H", "H", "N", "O", "F", "S"],
  "coordinates": [[-2.623, -0.738, 0.338], [-1.829, 0.494, 0.933], [0.425, 0.873, -0.281], [1.628, 1.432, 0.338], [2.829, 0.758, 0.417], [2.712, -0.640, 0.046], [1.613, -1.177, -0.559], [0.549, -0.407, -0.860], [-3.237, 0.270, -1.507], [-3.819, -1.384, -1.059], [-2.671, 0.906, 1.579], [-1.269, 0.009, 1.674], [1.440, 2.453, 0.746], [3.857, 1.338, 0.703], [1.772, -2.264, -0.592], [-0.248, -0.947, -1.421], [-2.828, -0.880, -1.026], [-3.063, -1.582, 1.030], [3.718, -1.388, 0.211], [-1.051, 1.709, -0.332]]
}